No. 1
Density functional theory data (ωB97M-V with the def2-TZVPD basis set) for a molecular structure, C36H58ClIN2O14S at a distorted geometry.

XYZ file:
```
113
C36H58ClIN2O14S, DFT ωB97M-V with the def2-TZVPD basis set
C 3.20374 1.97920 -0.70262
C 3.74316 2.66956 -2.03286
C 2.56831 3.03613 -3.08551
C 1.89760 4.39119 -2.54525
N 0.84895 4.96352 -3.43577
C -0.52157 4.48501 -3.10348
O -0.90682 4.68518 -1.73509
C -1.25107 3.47479 -1.07527
I -1.29002 4.01808 1.08556
N -0.21597 2.38989 -1.19496
C -0.20870 1.63225 -0.15705
S -0.09085 0.43314 0.95559
C -2.75155 2.97452 -1.40555
C -2.83566 1.83982 -2.52597
C -3.04293 0.41970 -1.82109
C -2.26386 -0.69895 -2.65102
Cl -3.00491 -2.35314 -2.40659
O -3.49852 4.10735 -1.86654
C -4.35120 4.68038 -0.84709
H 4.06624 1.87642 0.04475
H 2.35938 2.57729 -0.21345
H 2.75219 0.95530 -0.93906
H 4.49167 2.00183 -2.56059
H 4.31606 3.62148 -1.74376
H 1.76742 2.23572 -3.14042
H 3.06269 3.27474 -4.08246
H 1.58037 4.23497 -1.47075
H 2.74610 5.16589 -2.51067
H 1.04281 4.54547 -4.36442
H -1.24261 5.11549 -3.73700
H -0.62448 3.42128 -3.48707
H -3.15062 2.51292 -0.44074
H -3.78228 2.06307 -3.13401
H -1.98335 1.83096 -3.27060
H -4.14364 0.16137 -1.76399
H -2.61874 0.41058 -0.75545
H -2.30957 -0.41078 -3.75748
H -1.19263 -0.72754 -2.26181
H -4.08665 5.79508 -0.79699
H -4.18830 4.27630 0.19889
H -5.46260 4.58747 -1.08039
O -6.72540 6.24746 -0.58300
C -6.99755 6.21486 0.58863
O -6.07420 6.08000 1.57626
C -6.74153 5.96719 2.84019
C -8.10330 6.58873 2.62747
C -8.38368 6.26800 1.17304
H -6.80462 4.90839 3.10764
H -6.16747 6.49076 3.60574
H -8.86118 6.21076 3.31487
H -8.04061 7.67317 2.75853
H -8.85750 5.29090 1.05469
H -8.98058 7.04457 0.69662
O 3.84124 -5.24240 1.49184
C 2.98926 -4.40396 1.35008
O 3.07019 -3.14835 1.86911
C 1.84796 -2.44715 1.60905
C 1.22536 -3.15694 0.42779
C 1.68047 -4.58791 0.63011
H 1.21946 -2.49818 2.50364
H 2.06521 -1.40080 1.38914
H 0.14127 -3.04347 0.37978
H 1.64650 -2.76624 -0.50395
H 0.99541 -5.14638 1.27286
H 1.82342 -5.10344 -0.32128
O -10.74170 6.34201 -2.35322
C -10.07481 6.77276 -3.25621
O -10.49491 7.74092 -4.11449
C -9.50405 7.93931 -5.13067
C -8.21377 7.42438 -4.53386
C -8.69537 6.30412 -3.63449
H -9.80237 7.38010 -6.02241
H -9.44445 8.99910 -5.38243
H -7.48942 7.10475 -5.28438
H -7.74734 8.20663 -3.92752
H -8.77590 5.35635 -4.17198
H -8.06287 6.19506 -2.75358
O 1.66313 -5.63078 -2.23883
C 2.70439 -6.23588 -2.27775
O 3.25540 -6.85793 -1.20584
C 4.53891 -7.38360 -1.56541
C 4.50303 -7.52197 -3.07078
C 3.59893 -6.37699 -3.48043
H 5.30865 -6.68316 -1.22942
H 4.69440 -8.34245 -1.06971
H 5.49179 -7.48754 -3.53021
H 4.03731 -8.47336 -3.34492
H 4.15583 -5.44770 -3.62077
H 3.02197 -6.61789 -4.37239
O 2.43726 -8.54766 6.94522
C 3.07395 -8.07362 6.04097
O 2.61751 -7.08255 5.23070
C 3.58051 -6.83172 4.19536
C 4.89267 -7.34731 4.73927
C 4.45100 -8.50670 5.60955
H 3.26741 -7.36267 3.29183
H 3.61922 -5.76372 3.98084
H 5.59886 -7.62747 3.96193
H 5.36159 -6.58262 5.35934
H 4.36994 -9.43584 5.04051
H 5.10739 -8.63802 6.46893
O 7.45939 -6.62383 4.60949
C 8.05711 -5.61712 4.88205
O 9.39443 -5.56916 5.12338
C 9.75928 -4.24232 5.52371
C 8.66375 -3.34923 4.98643
C 7.44754 -4.25078 5.05196
H 9.82227 -4.21259 6.61542
H 10.73506 -3.98908 5.10704
H 8.55250 -2.41973 5.54651
H 8.87335 -3.09128 3.94404
H 6.95407 -4.19975 6.02547
H 6.74143 -4.03402 4.25093
```

Calculated values
Frontier orbital gap (eV): 8.126
E_HOMO (eV): -9.01
Spin multiplicity: 1
F_max (eV Å⁻¹): 4.69
E_tot (a.u.): -3725.4044

---

No. 2
Density functional theory data (ωB97M-V with the def2-TZVPD basis set) for a molecular structure, C36H58N2O3PtS2Se at a distorted geometry.

XYZ file:
```
103
C36H58N2O3PtS2Se, DFT ωB97M-V with the def2-TZVPD basis set
Pt 1.34828 0.28544 1.07181
C -3.55270 -0.93109 -3.95842
C -3.48555 -2.14124 -3.01580
C -2.83092 -3.31997 -3.75008
C -4.91561 -2.53941 -2.64838
C -2.65075 -1.78537 -1.78813
C -1.33467 -1.37639 -1.93471
C -0.56815 -1.06336 -0.83391
Se 1.27809 -0.59118 -1.09640
C 1.31147 1.20812 -1.79074
C 0.98893 1.44238 -3.11084
C 1.06221 2.72663 -3.63260
C 1.46918 3.72829 -2.75944
C 1.81822 3.53734 -1.42340
C 1.80401 2.21524 -0.91907
O 2.25953 1.93387 0.29420
C 2.21167 4.78924 -0.62062
C 1.11403 5.85535 -0.78132
C 3.53466 5.33703 -1.17565
C 2.38505 4.56989 0.88683
C 0.70990 2.97709 -5.09743
C 1.67060 2.18225 -5.99328
C -0.73007 2.51608 -5.36552
C 0.81466 4.45527 -5.47535
C -1.02170 -1.18244 0.50994
O -0.19205 -1.02484 1.54874
C -2.39069 -1.53588 0.65715
C -3.12761 -1.84473 -0.48813
C -3.15986 -1.63564 1.98253
C -3.47533 -3.11001 2.27557
C -4.47729 -0.84293 1.88482
C -2.41399 -1.06383 3.17866
H -4.16458 -1.16361 -4.83290
H -2.56188 -0.64258 -4.31139
H -3.98909 -0.06966 -3.45030
H -3.40877 -3.58377 -4.63877
H -2.77716 -4.19595 -3.10120
H -1.81664 -3.07648 -4.06859
H -5.46792 -2.79171 -3.55505
H -5.44467 -1.72357 -2.15203
H -4.93450 -3.41306 -1.99394
H -0.88729 -1.30107 -2.91986
H 0.67582 0.60912 -3.73039
H 1.52112 4.73850 -3.13874
H 0.97842 6.16863 -1.81593
H 1.37625 6.74226 -0.20041
H 0.15824 5.47702 -0.41476
H 3.44505 5.61336 -2.22761
H 4.32410 4.58891 -1.08820
H 3.83950 6.22471 -0.61584
H 1.49212 4.13318 1.33396
H 2.56230 5.54169 1.35601
H 3.22273 3.91577 1.11266
H 1.61346 1.11282 -5.78681
H 2.70159 2.49989 -5.82914
H 1.42511 2.33615 -7.04679
H -0.84828 1.44725 -5.18211
H -1.00410 2.70841 -6.40552
H -1.43196 3.04577 -4.71924
H 1.82699 4.83642 -5.33047
H 0.12729 5.06902 -4.89027
H 0.55985 4.58076 -6.52916
H -4.15284 -2.14914 -0.34444
H -4.09920 -3.54425 1.49364
H -4.00679 -3.20665 3.22620
H -2.55417 -3.69303 2.33432
H -5.14209 -1.22689 1.11461
H -4.27570 0.20614 1.66174
H -5.01302 -0.89571 2.83541
H -1.52748 -1.65415 3.40464
H -3.08104 -1.06167 4.04473
H -2.11715 -0.03462 2.95978
C 1.72131 -5.24227 -0.05938
C 2.43452 -4.82029 1.21385
S 2.57937 -3.00887 1.22818
O 3.56193 -2.69409 0.16170
C 3.47229 -2.82943 2.79738
C 2.57015 -3.02869 4.00646
H 1.65658 -6.32843 -0.12014
H 2.26496 -4.87929 -0.93119
H 0.70899 -4.83599 -0.09150
H 3.45160 -5.21464 1.25906
H 1.88214 -5.12696 2.10436
H 3.85478 -1.80866 2.75029
H 4.31925 -3.51741 2.78182
H 1.65033 -2.44799 3.89808
H 3.08657 -2.70027 4.91155
H 2.29944 -4.07602 4.14336
S 1.61098 1.47925 3.08871
C 1.34948 0.50643 4.47033
N 0.32493 -0.32968 4.55693
C -0.12567 -0.93947 5.79809
C 1.06406 -1.14865 6.71987
C 1.85553 0.14244 6.84684
N 2.18120 0.63155 5.51292
H -0.27693 -0.35853 3.74612
H -0.61084 -1.88551 5.55979
H -0.86999 -0.28975 6.27018
H 1.70722 -1.92820 6.30684
H 0.72443 -1.47736 7.70111
H 2.78774 -0.02405 7.38506
H 1.28049 0.89790 7.39216
H 2.88601 1.34349 5.40230
```

Calculated values
Frontier orbital gap (eV): 7.135
E_HOMO (eV): -7.01
Spin multiplicity: 1
F_max (eV Å⁻¹): 1.06
E_tot (a.u.): -5058.9429